71
Properties=species:S:1:pos:R:3:forces:R:3 method="wB97M-V/def2-TZVPD" charge=+1 spin_multiplicity=2 s2=0.77 relative_energy_ev=4.8242 homo_lumo_gap_ev="7.4 / 6.9"
Mo 1.2173 0.1719 2.3340 -0.05 0.01 0.20
C -0.7373 0.2023 4.6500 -0.01 0.06 0.05
O -0.2167 1.5010 4.4733 0.01 -0.05 -0.05
C 0.0513 1.8352 3.1281 -0.23 0.09 -0.20
O -1.1029 2.3442 2.5003 0.09 -0.12 0.07
H -0.5177 -0.1107 5.6689 0.00 -0.02 -0.01
H -0.2847 -0.5495 3.9649 0.02 0.01 0.00
H -1.8168 0.1640 4.4858 0.00 0.00 -0.02
F 2.5729 1.9447 4.9172 0.01 0.03 -0.02
C 2.3254 1.9574 3.5972 -0.09 0.15 0.11
C 3.1902 1.3319 2.7510 0.06 -0.09 -0.15
C 2.8478 1.2655 1.3547 -0.25 0.15 -0.18
C 2.0606 2.4206 0.8680 -0.05 0.01 0.13
C 1.4299 3.2710 1.6810 -0.07 -0.06 0.01
C 1.1915 2.8512 3.1170 0.16 0.05 -0.06
H 4.0349 0.7839 3.1526 0.01 0.02 0.01
H 3.5649 0.8581 0.6521 0.04 -0.08 0.08
H 0.8320 4.0732 1.2735 0.03 0.03 0.01
H 1.0313 3.7021 3.7841 -0.01 -0.06 0.06
N 2.3468 -1.5507 3.3798 -0.04 0.00 -0.19
H 3.0666 -1.7903 2.7123 0.32 -0.22 -0.09
H 1.8514 -2.4084 3.5908 -0.06 -0.06 0.10
H 2.8151 -1.2297 4.2192 -0.01 -0.02 0.14
C 2.7344 2.0033 -2.6244 -0.01 0.02 0.00
C 2.0079 1.5558 -1.3918 -0.11 -0.08 -0.04
O 1.9542 2.5885 -0.5016 0.22 0.05 -0.02
N 1.5032 0.3941 -1.3395 0.12 0.02 -0.01
Te 0.2524 -0.4255 0.0231 0.02 0.05 0.17
C 0.0609 -2.2309 -1.0745 -0.08 -0.01 -0.03
C 1.1967 -2.8771 -1.5643 0.02 -0.03 -0.03
C 2.6065 -2.3844 -1.3606 -0.01 0.00 0.02
C 1.0150 -4.0662 -2.2660 0.02 -0.01 -0.01
C -0.2381 -4.6264 -2.4623 -0.01 0.02 0.02
C -0.4061 -5.9132 -3.2182 0.00 -0.01 0.00
C -1.3382 -3.9918 -1.8938 0.03 -0.01 0.00
C -1.2138 -2.8063 -1.1852 0.00 0.04 0.05
C -2.4477 -2.2095 -0.5539 0.01 -0.01 0.00
C -1.3575 0.8011 -0.6102 -0.04 -0.03 0.04
C -1.6266 0.9552 -1.9776 -0.03 0.05 0.08
C -1.0817 0.0785 -3.0749 0.01 -0.01 -0.04
C -2.5178 1.9601 -2.3457 0.00 0.01 0.00
C -3.1472 2.7801 -1.4214 -0.03 0.03 -0.06
C -4.0837 3.8721 -1.8538 0.01 -0.01 0.00
C -2.9055 2.5490 -0.0751 0.04 -0.07 0.08
C -2.0250 1.5672 0.3623 -0.09 0.08 -0.10
C -1.9458 1.3866 1.8691 -0.11 0.05 -0.05
H 3.7566 2.2839 -2.3682 0.00 -0.01 0.00
H 2.2455 2.8958 -3.0176 0.00 0.00 0.00
H 2.7324 1.2184 -3.3735 0.00 0.00 0.00
H 2.7424 -1.8929 -0.3929 -0.01 0.01 0.01
H 2.8909 -1.6615 -2.1231 0.00 0.01 -0.01
H 3.2960 -3.2263 -1.4020 0.01 0.01 0.00
H 1.8884 -4.5742 -2.6598 0.00 0.00 0.00
H 0.5010 -6.1778 -3.7584 0.00 0.00 0.00
H -1.2242 -5.8399 -3.9347 0.00 0.00 0.00
H -0.6424 -6.7310 -2.5351 0.00 0.00 0.00
H -2.3206 -4.4405 -1.9924 0.00 0.00 0.00
H -3.2208 -2.9694 -0.4554 0.01 -0.01 -0.01
H -2.8594 -1.3913 -1.1464 0.00 0.01 0.00
H -2.2528 -1.8201 0.4497 -0.01 -0.01 -0.01
H -0.0488 -0.2196 -2.9213 0.01 0.00 0.01
H -1.1405 0.6050 -4.0264 -0.01 0.00 0.00
H -1.6827 -0.8296 -3.1683 0.01 0.00 0.00
H -2.7231 2.1006 -3.4009 0.00 0.00 0.00
H -4.2288 3.8684 -2.9324 0.00 0.00 0.00
H -3.6914 4.8486 -1.5663 0.00 0.00 0.00
H -5.0575 3.7596 -1.3762 0.00 0.00 0.00
H -3.4231 3.1427 0.6707 0.00 0.00 0.00
H -2.9494 1.5317 2.2737 0.00 0.01 -0.03
H 0.3122 1.1558 1.3283 0.09 -0.02 -0.07
H -1.6502 0.3643 2.1132 0.06 0.02 0.05



72
Properties=species:S:1:pos:R:3:forces:R:3 method="wB97M-V/def2-TZVPD" charge=0 spin_multiplicity=4 s2=3.80 relative_energy_ev=0.9743 homo_lumo_gap_ev="6.3 / 5.8"
V 0.0000 0.0000 0.0000 0.58 1.52 2.91
C -0.3000 -2.1379 -0.5478 0.64 -0.66 -0.91
C 0.6875 -1.6363 -1.3896 -0.64 -0.88 0.12
C 0.4736 -1.2329 -2.8391 -0.07 0.15 -0.03
C 0.1565 0.2722 -3.0149 0.14 -0.29 0.10
C -0.7223 0.8501 -1.9278 -1.58 -0.27 -0.29
C -1.8091 0.2223 -1.3282 0.37 0.57 -1.25
C -2.3542 -1.1401 -1.7235 0.11 -0.14 0.04
C -1.7652 -2.3013 -0.8859 -0.09 0.19 0.02
C -0.2385 1.8237 0.9660 -0.48 2.48 -0.79
H 0.0283 -2.6812 0.3363 0.00 0.20 0.04
H 1.7201 -1.7957 -1.0878 -0.01 0.01 0.07
H -0.3205 -1.8431 -3.2783 0.14 0.06 0.07
H 1.3836 -1.4622 -3.4031 -0.10 0.01 0.09
H 1.0970 0.8335 -3.0056 -0.07 -0.05 -0.09
H -0.2972 0.4437 -4.0031 0.05 0.04 0.16
H -0.6296 1.9257 -1.7885 0.04 -0.13 0.25
H -2.4733 0.8465 -0.7350 0.23 -0.04 0.14
H -2.1788 -1.3123 -2.7890 -0.04 0.06 0.15
H -3.4408 -1.1337 -1.5887 0.17 0.04 -0.01
H -2.3123 -2.3653 0.0609 0.06 -0.02 -0.12
H -1.9321 -3.2570 -1.4060 0.06 0.15 0.08
H -0.3319 1.6905 2.0486 -0.06 1.93 -1.22
H -1.1178 2.3665 0.5963 0.04 0.25 -0.15
H 0.6520 2.4383 0.7795 0.19 0.15 -0.26
P 0.5545 1.7440 -8.6472 -0.80 0.31 -0.20
P 2.2630 -0.8637 -8.0436 0.63 -0.30 -0.12
N -1.1725 1.9995 -8.6077 -0.07 -0.10 0.03
N 1.1193 3.0578 -9.6258 0.08 0.08 -0.09
N 1.1410 -2.1751 -7.8885 -0.03 -0.12 -0.02
N 3.7890 -1.6793 -8.2786 0.09 -0.07 -0.12
C 0.6043 0.3799 -9.8998 0.12 0.07 -0.14
C 1.9337 -0.3797 -9.8012 -0.30 -0.16 0.00
C -1.9011 1.7257 -7.4506 -0.21 0.10 -0.59
C -3.2382 1.7291 -7.7683 0.41 0.06 0.02
C -3.3430 2.0132 -9.1647 0.40 0.08 -0.09
C -2.0678 2.1661 -9.6583 -0.21 -0.18 0.61
C 1.7673 4.1507 -9.0471 -0.15 -0.08 -0.56
C 2.0248 5.0747 -10.0270 -0.09 -0.29 0.24
C 1.5215 4.5457 -11.2550 -0.14 -0.34 0.10
C 0.9706 3.3169 -10.9897 0.29 0.41 0.40
C 0.6130 -2.5182 -6.6423 -0.09 -0.25 -0.55
C -0.1693 -3.6345 -6.7918 0.23 0.32 0.00
C -0.1280 -4.0024 -8.1717 0.20 0.25 -0.17
C 0.6779 -3.1028 -8.8235 -0.18 0.00 0.62
C 4.0788 -2.8223 -9.0151 0.48 0.43 0.11
C 5.4439 -2.9011 -9.1669 -0.36 0.06 0.12
C 6.0206 -1.7663 -8.5176 -0.37 0.11 0.13
C 4.9889 -1.0335 -7.9817 -0.14 -0.51 -0.27
H 0.4678 0.8364 -10.8870 0.02 -0.42 0.13
H -0.2230 -0.3165 -9.7363 -0.08 0.26 0.19
H 1.9231 -1.2993 -10.3979 0.05 0.31 -0.12
H 2.7413 0.2541 -10.1785 0.18 -0.16 0.29
H -1.3847 1.5555 -6.5174 -0.07 0.03 -0.07
H -4.0537 1.5674 -7.0771 0.11 0.02 -0.09
H -4.2556 2.1158 -9.7362 0.13 -0.03 0.07
H -1.7147 2.3923 -10.6521 -0.06 0.01 0.08
H 1.9786 4.1482 -7.9877 -0.01 0.03 -0.12
H 2.5264 6.0220 -9.8873 -0.07 -0.13 -0.01
H 1.5679 5.0150 -12.2282 -0.01 -0.06 0.13
H 0.5005 2.6042 -11.6495 0.06 0.19 0.04
H 0.8539 -1.9198 -5.7759 -0.03 -0.07 -0.08
H -0.7201 -4.1311 -6.0055 0.07 0.05 -0.10
H -0.6427 -4.8334 -8.6348 0.07 0.11 0.06
H 0.9503 -3.0352 -9.8654 -0.05 -0.04 0.13
H 3.2897 -3.4777 -9.3481 0.08 0.01 0.05
H 5.9765 -3.6972 -9.6695 -0.08 0.11 0.07
H 7.0726 -1.5306 -8.4380 -0.14 -0.02 -0.01
H 4.9788 -0.1128 -7.4167 0.04 -0.09 -0.03
Se -0.3957 0.0405 5.0542 0.03 0.22 -0.49
C -0.2588 0.0265 3.3054 0.74 -1.19 -8.73
N -0.1561 0.0160 1.9938 -0.43 -4.36 10.05



68
Properties=species:S:1:pos:R:3:forces:R:3 method="wB97M-V/def2-TZVPD" charge=0 relative_energy_ev=0.7653 homo_lumo_gap_ev=6.4
C 1.0756 2.5492 1.6791 -0.09 0.13 -0.22
C 1.3284 2.8324 0.3074 -0.34 0.10 0.16
C 0.0982 3.2218 -0.2953 0.09 0.15 0.33
H 2.3077 2.8212 -0.1777 -0.43 -0.11 0.15
C -0.9116 3.1981 0.7094 0.31 -0.05 -0.05
C -0.3053 2.7823 1.9290 -0.01 -0.09 -0.13
H -0.7923 2.7298 2.9046 0.15 -0.02 -0.31
H 1.8238 2.2859 2.4287 -0.24 0.06 -0.23
H -0.0356 3.5393 -1.3331 0.03 -0.22 0.43
H -1.9540 3.5014 0.5814 0.40 -0.14 0.02
Ca -0.2441 0.6603 0.2915 -0.03 1.21 0.92
C -0.2237 -3.4991 -2.4833 0.26 -2.65 -0.62
H 0.8072 -3.1993 -2.2529 -0.58 0.22 -0.11
H -0.1102 -4.5585 -2.7653 -0.12 -0.31 0.05
H -0.6713 -3.0410 -3.3745 0.27 0.11 0.57
Si 0.1544 0.0128 -2.2410 -0.35 -2.58 0.26
C 1.6579 -0.1152 -3.3204 0.83 -0.29 -0.31
C 2.5847 0.9502 -3.3593 -0.11 -0.51 -0.70
H 2.5230 1.7501 -2.6186 -0.06 -0.14 -0.24
C 3.5439 1.0019 -4.3788 -0.03 -0.16 0.10
H 4.2248 1.8547 -4.4422 -0.18 -0.29 0.01
C 3.6318 -0.0338 -5.3187 -0.13 -0.03 0.11
H 4.3655 0.0175 -6.1269 -0.21 0.01 0.28
C 2.7878 -1.1462 -5.2190 0.04 0.03 0.26
H 2.8726 -1.9769 -5.9265 0.04 0.32 0.21
C 1.8217 -1.1975 -4.2070 0.37 0.54 -0.31
H 1.1673 -2.0665 -4.1253 0.14 0.36 -0.16
C -1.0935 0.8699 -3.3394 -0.92 0.04 -0.52
C -0.8158 1.1422 -4.6941 -0.43 0.15 0.14
H 0.1313 0.8035 -5.1268 -0.35 0.20 0.15
C -1.7442 1.8097 -5.5021 -0.04 -0.12 0.27
H -1.5039 1.9888 -6.5519 -0.13 0.01 0.28
C -2.9743 2.2131 -4.9719 0.30 -0.05 0.11
H -3.6962 2.7296 -5.6085 0.19 -0.15 0.25
C -3.2674 1.9540 -3.6257 0.08 -0.20 0.01
H -4.2336 2.2598 -3.2195 0.25 -0.07 -0.09
C -2.3473 1.2811 -2.8123 0.34 0.10 -0.99
H -2.6236 1.0434 -1.7780 0.14 0.15 -0.24
H -0.8884 -3.4986 -1.6121 0.23 0.24 -0.30
H -0.3159 -1.7910 -2.0870 0.30 4.39 0.00
C -2.7818 -2.1424 2.7954 -0.06 -0.19 -0.44
As -2.0178 -0.3729 2.4785 0.40 -0.02 1.22
C -3.4959 0.6836 3.1828 -0.09 0.15 -0.36
C -0.8213 -0.3471 4.0777 0.27 -0.04 -0.45
C -1.3346 -0.0689 5.3413 0.57 -0.09 0.24
C -0.4791 -0.0866 6.4574 -0.15 -0.02 -0.25
C 0.8728 -0.3861 6.3033 0.13 -0.08 -0.28
C 1.3963 -0.6739 5.0294 -0.55 0.15 0.40
C 0.5534 -0.6518 3.9204 -0.28 0.04 -0.28
As 1.2508 -1.0884 2.1092 -0.08 -0.10 1.26
C 3.1600 -0.9335 2.4489 0.07 0.08 -0.41
C 1.1089 -3.0308 2.2674 0.03 -0.01 -0.37
H -2.9715 -2.5768 1.8060 -0.09 -0.17 0.40
H -3.7200 -2.0186 3.3473 0.27 -0.26 -0.10
H -2.0694 -2.7575 3.3553 -0.27 0.09 -0.15
H -4.1747 0.0243 3.7350 0.11 0.34 -0.06
H -3.1056 1.4850 3.8172 -0.20 -0.09 -0.21
H -4.0022 1.1042 2.3048 -0.06 0.03 0.42
H -2.3908 0.1639 5.4669 0.25 -0.05 0.07
H -0.8862 0.1337 7.4457 0.16 -0.06 -0.26
H 1.5388 -0.4031 7.1693 -0.26 0.03 -0.25
H 2.4533 -0.9127 4.9146 -0.27 0.07 0.12
H 3.5241 -1.8642 2.8993 0.05 0.35 -0.06
H 3.6118 -0.7823 1.4600 0.16 -0.03 0.40
H 3.3537 -0.0686 3.0911 0.07 -0.18 -0.24
H 1.9215 -3.3858 2.9104 -0.32 -0.06 -0.10
H 0.1304 -3.2969 2.6793 0.25 -0.05 -0.14
H 1.2198 -3.4260 1.2504 -0.06 -0.19 0.33